Entry 1:
Below is a cluster of 8 separate species, C29H48O24 in total in a non-equilibrium geometry, with properties calculated with the ωB97M-V functional and the def2-TZVPD basis.

Calculated values
**E_HOMO**: -10.505 eV
**E_LUMO**: -0.3 eV
**HOMO-LUMO gap**: 10.2 eV
**ΔE to the lowest compared entry with this formula, charge and spin**: 370.34 kJ/mol
**Structure (SMILES)**: C[C@H]1COC(=O)O1.C[C@H]1COC(=O)O1.C[C@H]1COC(=O)O1.C[C@H]1COC(=O)O1.C[C@H]1COC(=O)O1.COC(=O)OC.COC(=O)OC.COC(=O)OC

Element x y z (Å)
O 29.928 -7.012 13.852
O 24.838 -7.086 4.899
O 22.972 -13.637 7.457
O 24.420 -8.899 3.555
O 22.692 -7.728 4.520
O 27.417 -14.897 4.176
O 25.982 -8.530 8.781
O 28.885 -14.460 5.852
O 31.108 -13.794 10.579
O 22.309 -4.483 8.582
O 24.046 -9.684 8.349
O 22.391 -12.663 5.658
O 21.712 -9.119 12.224
O 29.295 -12.594 11.226
O 23.726 -5.132 10.236
O 29.343 -13.521 9.160
O 27.911 -12.843 4.555
O 28.836 -8.974 13.620
O 23.377 -14.699 5.582
O 21.570 -8.267 14.226
O 21.633 -4.870 10.770
O 28.173 -7.356 12.265
O 25.893 -10.398 7.439
O 21.015 -7.023 12.384
C 20.913 -10.945 6.336
C 22.542 -4.802 9.771
C 29.517 -12.494 12.572
C 22.234 -11.622 6.586
C 20.280 -4.829 10.504
C 24.023 -4.832 4.564
C 27.114 -10.040 6.869
C 24.808 -5.200 9.383
C 28.076 -14.105 4.990
C 29.035 -7.657 13.263
C 28.228 -12.687 8.775
C 22.118 -10.204 13.034
C 27.135 -8.238 12.181
C 21.107 -10.231 15.503
C 26.819 -11.735 2.714
C 26.679 -12.808 3.810
C 24.027 -7.998 4.293
C 27.759 -9.490 12.848
C 25.387 -9.435 8.237
C 26.498 -14.233 3.288
C 26.718 -10.163 13.717
C 24.002 -6.038 5.453
C 22.614 -6.735 5.499
C 30.012 -13.332 10.346
C 22.928 -13.720 6.196
C 22.298 -12.466 7.840
C 23.214 -8.823 9.198
C 22.081 -9.547 14.451
C 21.353 -8.064 12.938
H 20.619 -10.340 7.194
H 28.125 -10.079 12.007
H 27.593 -13.318 8.152
H 26.502 -9.590 14.618
H 23.164 -10.442 12.840
H 27.443 -10.899 6.285
H 22.196 -9.178 9.357
H 27.819 -9.842 7.677
H 23.089 -9.414 14.841
H 25.934 -11.910 2.102
H 22.476 -7.305 6.418
H 20.001 -4.275 9.608
H 30.363 -11.882 12.885
H 20.964 -9.470 16.270
H 21.544 -11.023 16.111
H 26.943 -14.251 2.292
H 25.467 -14.564 3.413
H 21.278 -12.700 8.146
H 24.929 -6.061 8.725
H 23.126 -7.865 8.685
H 27.701 -12.104 2.189
H 26.968 -10.682 2.955
H 23.089 -10.947 6.550
H 21.593 -11.158 13.003
H 28.393 -11.789 8.180
H 23.719 -5.165 3.572
H 22.963 -11.998 8.566
H 23.452 -3.943 4.831
H 24.173 -5.748 6.490
H 26.360 -7.771 12.788
H 27.597 -12.315 9.582
H 25.008 -4.413 4.362
H 19.669 -4.405 11.301
H 25.681 -5.327 10.023
H 20.140 -10.577 15.138
H 23.560 -8.767 10.230
H 26.962 -8.516 11.141
H 19.728 -5.727 10.226
H 25.754 -10.372 13.254
H 25.039 -4.275 8.854
H 26.959 -11.176 14.039
H 26.939 -9.164 6.244
H 20.067 -11.624 6.230
H 28.542 -12.265 13.001
H 29.788 -13.517 12.836
H 21.700 -6.192 5.260
H 25.857 -12.539 4.472
H 20.872 -10.340 5.430

Löwdin population analysis, charges in e, atoms 1 to 99: O 0.11; O 0.08; O 0.13; O 0.12; O 0.04; O 0.08; O 0.12; O 0.12; O 0.14; O 0.07; O -0.05; O 0.12; O 0.06; O -0.06; O 0.03; O 0.02; O 0.06; O 0.08; O 0.10; O 0.10; O 0.01; O 0.06; O -0.01; O 0.14; C -0.01; C -0.53; C -0.07; C -0.32; C -0.11; C -0.02; C -0.05; C -0.07; C -0.56; C -0.45; C -0.04; C -0.07; C -0.12; C 0.00; C -0.01; C -0.32; C -0.49; C -0.32; C -0.55; C -0.04; C -0.03; C -0.28; C -0.11; C -0.52; C -0.63; C -0.08; C 0.01; C -0.28; C -0.54; H 0.08; H 0.14; H 0.09; H 0.10; H 0.11; H 0.09; H 0.09; H 0.09; H 0.15; H 0.09; H 0.12; H 0.09; H 0.11; H 0.08; H 0.08; H 0.14; H 0.14; H 0.14; H 0.07; H 0.08; H 0.09; H 0.08; H 0.14; H 0.13; H 0.06; H 0.09; H 0.13; H 0.10; H 0.13; H 0.14; H 0.08; H 0.09; H 0.10; H 0.10; H 0.08; H 0.09; H 0.13; H 0.09; H 0.07; H 0.11; H 0.07; H 0.11; H 0.09; H 0.08; H 0.10; H 0.15



Entry 2:
Below is a structure of composition C29H49ClErNO2P in a non-equilibrium geometry, with properties calculated with the ωB97M-V functional and the def2-TZVPD basis.

Calculated values
**Net charge**: -1
**E_HOMO (spin up / spin down)**: -0.910 / -0.932 eV
**2S+1**: 4
**E_LUMO (spin up / spin down)**: 2.5 / 2.5 eV
**HOMO-LUMO gap (spin up / spin down)**: 3.4 / 3.4 eV
**ΔE to the lowest compared entry with this formula, charge and spin**: 50.96 kJ/mol

Element x y z (Å)
Er 1.400 1.521 1.017
Cl 0.813 1.163 3.339
P -0.433 -0.717 0.341
O 2.025 3.870 0.863
O 5.379 0.897 0.942
N 3.554 2.253 0.875
C -0.388 -2.092 1.585
C -1.715 1.921 0.579
C -1.293 -1.431 -1.151
C -1.208 -3.511 3.467
C -1.627 -2.495 2.400
C 5.534 3.265 1.721
C -2.140 -1.032 -3.509
C 3.245 3.558 1.072
C 3.145 0.336 -2.566
C 4.904 1.998 1.175
C 0.249 -3.309 0.908
C -3.160 -2.161 -3.376
C -2.447 -2.444 -0.924
C 1.193 1.826 -2.010
C 3.297 2.852 -3.022
C -2.839 -3.131 -2.245
C 0.726 -4.282 1.986
C -1.879 0.476 1.073
C 1.892 3.080 -2.432
C -4.128 2.461 1.338
C -4.299 0.982 1.699
C -3.354 0.061 0.912
C -0.417 -4.697 2.912
C 4.430 4.332 1.615
C 1.733 0.583 -2.198
C -1.762 -0.369 -2.173
C -2.659 2.887 1.315
C 3.974 1.627 -2.433
C 1.586 -0.800 0.001
H -0.447 -1.991 -1.590
H -3.664 0.086 -0.142
H -0.588 -2.987 4.206
H -2.637 0.178 -1.779
H -4.572 2.652 0.352
H -2.305 2.957 2.351
H 4.737 5.172 0.960
H 0.110 1.924 -1.755
H -0.704 2.395 0.697
H -3.696 -3.784 -2.052
H -1.615 0.414 2.142
H 3.915 3.736 -2.840
H 2.031 -1.107 0.965
H 6.446 3.516 1.143
H -4.683 3.088 2.047
H -2.174 -3.191 -0.164
H 1.501 -3.779 2.577
H 3.591 -0.439 -1.929
H 0.331 -1.681 2.319
H -4.120 0.864 2.775
H -3.335 -1.922 -0.536
H 1.275 3.558 -3.205
H 1.990 3.784 -1.588
H -2.004 -3.776 -2.545
H 5.804 3.074 2.778
H -4.146 -1.723 -3.186
H 3.153 -0.055 -3.599
H -3.541 -0.972 1.228
H -2.563 3.882 0.864
H -2.088 -3.872 4.000
H -5.339 0.683 1.531
H 4.118 1.803 -1.353
H 1.084 -2.987 0.266
H 1.081 -0.297 -2.031
H -1.946 1.958 -0.494
H 4.947 1.457 -2.909
H -0.975 0.388 -2.323
H 3.220 2.738 -4.113
H -1.224 -1.418 -3.975
H -3.227 -2.706 -4.320
H -1.101 -5.347 2.352
H -2.529 -0.258 -4.177
H 1.190 -5.158 1.521
H -2.404 -2.933 1.760
H -0.460 -3.821 0.240
H -2.080 -1.619 2.875
H 2.166 -1.394 -0.782
H -0.025 -5.306 3.731
H 4.173 4.737 2.612

From a Löwdin analysis of the wavefunction, the atomic charges in e read: Er 0.93; Cl -0.08; P 0.87; O -0.12; O 0.06; N -0.01; C -0.42; C -0.26; C -0.38; C -0.20; C -0.20; C -0.09; C -0.20; C -0.49; C -0.19; C -0.47; C -0.23; C -0.21; C -0.20; C -0.18; C -0.20; C -0.20; C -0.20; C -0.44; C -0.21; C -0.22; C -0.22; C -0.24; C -0.21; C -0.08; C -0.17; C -0.20; C -0.21; C -0.20; C -0.47; H 0.11; H 0.09; H 0.11; H 0.10; H 0.10; H 0.11; H 0.12; H 0.08; H 0.04; H 0.10; H 0.05; H 0.10; H -0.05; H 0.12; H 0.10; H 0.08; H 0.11; H 0.10; H 0.09; H 0.11; H 0.09; H 0.11; H 0.09; H 0.11; H 0.13; H 0.11; H 0.12; H 0.08; H 0.10; H 0.10; H 0.09; H 0.09; H 0.07; H 0.06; H 0.10; H 0.11; H 0.07; H 0.11; H 0.11; H 0.10; H 0.11; H 0.10; H 0.10; H 0.10; H 0.10; H 0.10; H -0.02; H 0.10; H 0.13



Entry 3:
Below is a cluster of 3 separate species, C29H49ClF16NO6S in total, with properties calculated with the ωB97M-V functional and the def2-TZVPD basis.

Calculated values
**Net charge**: +1
**E_HOMO**: -12.769 eV
**E_LUMO**: -2.7 eV
**HOMO-LUMO gap**: 10.0 eV

Element x y z (Å)
Cl 1.684 -3.629 -2.952
S -3.964 -0.152 -2.376
F -7.740 -2.177 -6.410
F -8.006 -0.837 -8.959
F 0.843 -4.726 4.123
F -7.569 2.665 -6.272
F 3.978 -3.287 3.591
F 1.347 -2.621 4.444
F 2.319 -3.639 2.235
F -6.487 -3.600 -7.457
F -8.429 0.670 -6.439
F -6.041 1.182 -7.896
F 4.124 -2.896 8.360
F -8.734 -2.893 -8.803
F -5.118 1.691 -5.972
F 5.260 -0.902 6.897
F 4.747 -3.495 6.372
F 3.598 -0.986 5.480
O -5.046 -0.889 -2.968
O 2.558 -3.228 6.860
O 0.503 0.508 0.061
O -2.724 0.015 -3.085
O -5.783 -1.528 -7.339
O -4.526 1.299 -2.022
N -0.093 -0.474 0.891
C 0.286 -0.220 2.350
C 0.089 3.996 0.765
C -0.254 1.676 -0.358
C -6.905 -2.312 -7.452
C 1.846 -3.881 4.501
C 6.021 0.850 0.033
C -0.744 2.703 0.683
C -0.248 4.813 2.020
C 2.198 -4.260 5.951
C 2.901 -4.055 3.398
C 3.668 3.581 1.861
C 3.843 -2.770 7.049
C 1.744 0.217 2.523
C 0.558 -1.803 0.517
C -2.095 -1.149 -0.567
C 2.072 1.717 2.692
C 4.327 4.119 0.582
C -5.587 -0.543 -6.328
C -1.582 -0.636 0.787
C 1.074 -1.918 -0.922
C -7.384 1.363 -5.962
C -7.629 -2.116 -8.796
C 5.550 2.156 -0.647
C 3.973 -1.265 6.749
C -3.601 -0.868 -0.754
C 3.224 2.115 1.757
C 1.378 -3.392 -1.215
C 5.662 3.444 0.214
C -6.057 0.900 -6.580
H -0.162 -2.596 0.756
H 3.204 -5.099 3.296
H 6.127 2.295 -1.568
H 6.730 0.295 -0.590
H -1.545 -0.704 -1.392
H 2.007 -1.348 -1.013
H 3.643 4.011 -0.273
H -1.755 3.002 0.354
H -4.273 1.597 -1.142
H 2.270 -3.734 -0.685
H -0.100 5.885 1.866
H -1.829 -1.373 1.563
H -1.926 -2.231 -0.646
H -2.070 0.289 1.087
H 0.543 -4.046 -0.944
H 6.255 3.250 1.118
H 0.161 -1.197 2.836
H -5.914 -0.895 -5.350
H -0.872 2.283 1.684
H -0.459 0.450 2.792
H -4.502 -0.453 -6.278
H 1.158 3.769 0.688
H -6.971 -2.407 -9.616
H -7.351 1.262 -4.874
H 1.257 -4.635 6.354
H 2.105 -0.326 3.407
H 2.334 -0.164 1.681
H 2.815 4.225 2.108
H -4.188 -1.791 -0.727
H 0.366 -1.536 -1.661
H 1.405 -1.939 1.192
H 2.907 -5.088 5.973
H 4.502 5.197 0.699
H -4.007 -0.194 0.012
H 6.241 4.174 -0.369
H 2.412 1.870 3.727
H 2.914 1.905 0.720
H 3.346 -0.697 7.439
H 6.534 1.068 0.979
H 0.351 4.516 2.889
H 1.198 2.365 2.560
H 4.389 3.692 2.686
H -1.068 1.375 -1.019
H 4.082 1.472 1.992
H 0.474 2.169 -1.015
H -1.302 4.666 2.300
H 4.506 2.044 -0.974
H 5.186 0.182 0.281
H -0.159 4.610 -0.113

Löwdin population analysis, charges in e, atoms 1 to 99: Cl 0.59; S 0.62; F 0.16; F 0.11; F 0.10; F 0.10; F 0.12; F 0.11; F 0.06; F 0.14; F 0.11; F 0.14; F 0.16; F 0.10; F 0.09; F 0.11; F 0.16; F 0.08; O -0.26; O 0.05; O -0.06; O -0.27; O 0.05; O -0.14; N -0.19; C -0.07; C -0.25; C -0.11; C -0.54; C -0.43; C -0.11; C -0.18; C -0.10; C -0.03; C -0.29; C -0.20; C -0.54; C -0.14; C -0.10; C -0.17; C -0.17; C -0.22; C -0.04; C -0.09; C -0.22; C -0.31; C -0.29; C -0.24; C -0.28; C -0.18; C -0.21; C -0.59; C -0.20; C -0.44; H 0.14; H 0.18; H 0.10; H 0.07; H 0.08; H 0.13; H 0.10; H 0.12; H 0.08; H 0.08; H 0.08; H 0.15; H 0.13; H 0.13; H 0.08; H 0.11; H 0.12; H 0.12; H 0.09; H 0.13; H 0.15; H 0.08; H 0.17; H 0.17; H 0.15; H 0.11; H 0.11; H 0.09; H 0.12; H 0.10; H 0.10; H 0.15; H 0.11; H 0.11; H 0.11; H 0.12; H 0.10; H 0.18; H 0.07; H 0.07; H 0.08; H 0.12; H 0.11; H 0.11; H 0.15



It is found that the E_tot values, taken in the order of the records, are -79988.7302, -85886.4056, -111471.8578 eV.